No. 1
{"formula": "C5H12O2", "method": "ωB97M-V/def2-TZVPD", "symbols": ["C", "C", "C", "C", "O", "H", "H", "H", "H", "H", "H", "H", "H", "C", "O", "H", "H", "H", "H"], "xyz": [[0.289, -1.038, 0.958], [-0.898, -0.527, 0.622], [-1.982, -1.336, -0.040], [-1.221, 0.934, 0.892], [-0.106, 1.728, 1.199], [0.540, -2.080, 0.764], [1.033, -0.413, 1.446], [-2.418, -0.794, -0.889], [-2.798, -1.543, 0.663], [-1.596, -2.295, -0.403], [-1.786, 1.336, 0.033], [-1.895, 0.986, 1.758], [0.449, 1.753, 0.398], [2.402, 0.612, -1.734], [1.103, 0.914, -1.255], [2.413, -0.339, -2.285], [2.688, 1.409, -2.423], [3.147, 0.559, -0.926], [0.753, 0.107, -0.848]], "forces_ev_per_a": [[-0.12, 0.02, -0.04], [0.19, -0.08, 0.03], [-0.02, -0.02, 0.01], [-0.27, -0.21, -0.01], [0.13, 0.06, -0.18], [-0.09, 0.15, 0.04], [-0.12, -0.14, -0.05], [0.09, -0.08, 0.14], [0.09, 0.06, -0.09], [-0.07, 0.16, 0.11], [0.14, -0.06, 0.12], [0.04, -0.01, -0.12], [-0.05, 0.07, 0.20], [0.28, -0.02, -0.19], [-0.01, -0.11, -0.04], [0.01, 0.19, 0.09], [0.03, -0.09, 0.09], [-0.19, 0.03, -0.12], [-0.03, 0.08, 0.03]], "charge": 0, "relative_energy_ev": 1.636, "smiles": "C=C(C)CO.CO", "multiplicity": 1, "total_energy_ha": -348.14470, "homo_ev": -9.7, "gap_ev": 10.5}

No. 2
{"formula": "C3H11O4S", "method": "ωB97M-V/def2-TZVPD", "symbols": ["O", "C", "C", "C", "S", "H", "H", "H", "H", "H", "H", "H", "O", "H", "H", "O", "H", "H", "O"], "xyz": [[0.235, -2.013, 1.160], [0.470, -0.840, 1.046], [-0.382, -0.006, 0.132], [-0.061, 1.448, -0.270], [-0.716, 2.810, 0.636], [1.298, -0.311, 1.540], [-0.638, -0.492, -0.813], [-1.379, 0.108, 0.583], [1.002, 1.631, -0.486], [-0.440, 1.593, -1.291], [0.573, 1.417, 2.878], [-0.271, 0.199, 3.247], [0.502, 0.707, 3.527], [1.620, -2.244, -2.447], [2.097, -0.920, -3.100], [1.951, -1.860, -3.269], [-1.711, -3.119, -3.055], [-0.456, -2.386, -2.265], [-1.370, -2.412, -2.517]], "forces_ev_per_a": [[0.33, -0.11, 0.42], [-0.04, 0.29, -1.11], [-1.56, 1.38, -0.45], [0.92, -0.39, -0.86], [0.02, 0.11, 0.45], [0.17, -0.35, 0.21], [0.35, -0.64, 0.23], [0.12, -0.47, 0.25], [0.09, -0.01, 0.43], [-0.25, -0.03, 0.08], [-0.16, 0.11, 0.14], [0.07, 0.17, 0.22], [-0.09, -0.06, -0.05], [0.33, 0.19, -0.08], [-0.07, -0.25, 0.08], [-0.12, 0.03, 0.08], [0.90, -0.53, -0.12], [0.34, -0.95, -0.55], [-1.36, 1.50, 0.64]], "s_squared": 0.753, "charge": 0, "relative_energy_ev": 0.000, "multiplicity": 2, "total_energy_ha": -819.95556, "homo_ev": [-9.9, -9.6], "gap_ev": [10.1, 7.0]}

No. 3
{"formula": "C5H7NO", "method": "ωB97M-V/def2-TZVPD", "symbols": ["O", "C", "C", "N", "C", "C", "C", "H", "H", "H", "H", "H", "H", "H"], "xyz": [[-1.342, 1.427, 1.430], [-0.812, 0.683, 0.628], [-1.218, -0.081, -0.604], [0.098, -0.690, -0.934], [1.026, 0.473, -0.721], [0.613, 0.399, 0.820], [0.561, -1.148, 0.419], [-1.579, 0.585, -1.391], [-1.978, -0.832, -0.376], [0.776, 1.363, -1.306], [2.046, 0.143, -0.955], [0.407, 1.135, 1.761], [1.536, -1.639, 0.296], [-0.135, -1.819, 0.932]], "forces_ev_per_a": [[-1.54, -0.21, -0.90], [-0.93, 0.55, 0.35], [-0.27, 0.02, -0.07], [0.09, 0.09, 0.17], [0.13, 0.48, 0.05], [-0.58, 0.44, 0.35], [-0.04, -0.10, 0.50], [0.04, -0.16, -0.04], [0.08, -0.01, -0.16], [0.02, -0.04, 0.17], [-0.23, 0.22, 0.31], [3.35, -1.76, -1.04], [-0.22, 0.31, 0.27], [0.09, 0.16, 0.03]], "charge": 0, "relative_energy_ev": 3.626, "multiplicity": 1, "total_energy_ha": -324.59122, "homo_ev": -9.2, "gap_ev": 10.1}

Q: Which of these has the highest multiplicity?
A: C3H11O4S